1.
This record from OMol25 describes 7 unconnected molecules or ions with the total composition C15H33FN8O15P2S. The level of theory is ωB97M-V/def2-TZVPD.

Last column: Löwdin charge in e.
Cartesian coordinates (Å):
C (-1.261, 0.106, 2.879)  -0.1309
C (0.274, -0.313, 2.943)  -0.3656
P (1.173, -0.069, 1.335)  1.0411
C (2.242, -1.586, 1.148)  -0.4289
C (1.470, -2.641, 0.271)  -0.1495
C (2.178, 1.540, 1.315)  -0.6539
C (2.529, 1.877, 2.735)  -0.3247
N (2.694, 2.320, 3.753)  0.2029
C (1.467, 2.679, 0.503)  -0.3354
C (0.626, 2.012, -0.589)  -0.2767
N (-0.035, 1.695, -1.430)  0.2096
S (0.337, 3.820, 1.365)  0.6669
O (-0.993, 3.312, 1.510)  -0.2411
O (0.289, 4.982, 0.525)  -0.2572
F (0.857, 4.300, 2.792)  -0.1447
P (3.888, 1.348, 0.453)  0.9316
C (4.969, 0.423, 1.691)  -0.2573
O (3.716, 0.451, -0.958)  -0.3178
H (-1.865, -0.776, 2.604)  0.0769
H (-1.358, 0.828, 2.048)  0.0427
H (-1.519, 0.514, 3.855)  0.0192
H (0.788, 0.098, 3.834)  0.0526
H (0.257, -1.417, 3.099)  0.0826
H (2.426, -2.086, 2.129)  0.0822
H (3.241, -1.424, 0.704)  0.0479
H (1.328, -2.181, -0.728)  0.0574
H (0.469, -2.770, 0.728)  0.0689
H (2.001, -3.607, 0.206)  0.0788
H (2.217, 3.283, -0.054)  0.1189
H (4.353, -0.195, 2.380)  0.0332
H (5.421, 1.225, 2.307)  0.0425
H (5.710, -0.173, 1.132)  0.0515
H (2.821, 0.072, -1.017)  0.0304
C (0.160, 2.470, 5.869)  0.0447
N (-0.906, 1.657, 6.519)  -0.4327
O (-0.990, 0.485, 6.205)  0.0507
O (-1.619, 2.225, 7.322)  0.0646
H (0.712, 1.838, 5.183)  0.0420
H (-0.326, 3.284, 5.337)  0.1023
H (0.810, 2.846, 6.655)  0.1062
C (-0.602, 3.947, -4.182)  0.0477
N (0.111, 3.640, -5.450)  -0.4398
O (0.736, 4.533, -5.978)  0.0845
O (0.012, 2.499, -5.867)  0.0371
H (-0.433, 4.988, -3.926)  0.0975
H (-1.659, 3.757, -4.348)  0.1027
H (-0.202, 3.290, -3.413)  0.0627
C (0.620, -0.005, -7.613)  0.0362
N (0.228, -1.418, -7.869)  -0.4542
O (-0.335, -1.664, -8.917)  0.0659
O (0.500, -2.228, -7.004)  0.0498
H (0.316, 0.601, -8.460)  0.0979
H (0.113, 0.317, -6.708)  0.0669
H (1.699, 0.019, -7.487)  0.1053
C (-2.362, -0.958, -3.992)  0.0519
N (-2.080, -1.990, -2.958)  -0.4412
O (-3.029, -2.532, -2.428)  0.0683
O (-0.911, -2.217, -2.718)  0.0460
H (-3.438, -0.861, -4.101)  0.0958
H (-1.921, -0.025, -3.650)  0.0920
H (-1.906, -1.293, -4.920)  0.0940
C (-0.947, -5.647, -2.787)  0.0400
N (-0.334, -6.593, -1.816)  -0.4506
O (0.742, -6.289, -1.337)  0.0551
O (-0.956, -7.607, -1.570)  0.0619
H (-0.286, -4.794, -2.908)  0.0785
H (-1.070, -6.177, -3.728)  0.1017
H (-1.906, -5.336, -2.381)  0.0957
C (-4.781, -0.198, 6.261)  0.0487
N (-4.060, -0.524, 5.001)  -0.4238
O (-3.457, 0.376, 4.451)  0.0284
O (-4.126, -1.673, 4.611)  0.0711
H (-4.633, 0.853, 6.484)  0.0930
H (-5.834, -0.417, 6.102)  0.0990
H (-4.364, -0.823, 7.047)  0.1025

## Properties
Largest force on an atom   5.98 eV/A
Charge   0
Molecular weight   678.48 g/mol
Electronic energy   -3338.07452 hartree
Structure (SMILES)   CCP(CC)[C@](C#N)([C@@H](C#N)S(=O)(=O)F)P(C)O.C[N+](=O)[O-].C[N+](=O)[O-].C[N+](=O)[O-].C[N+](=O)[O-].C[N+](=O)[O-].C[N+](=O)[O-]
Gap between HOMO and LUMO   8.18 eV


2.
This record from OMol25 describes 6 unconnected molecules or ions with the total composition C15H33N6O14. The level of theory is ωB97M-V/def2-TZVPD.

Last column: Löwdin charge in e.
Cartesian coordinates (Å):
C (2.801, -0.202, 0.672)  0.0209
C (3.056, -0.016, -0.774)  -0.5368
O (3.338, -0.907, -1.536)  0.1089
O (2.972, 1.279, -1.210)  -0.0434
C (1.606, 1.644, -1.558)  -0.1669
C (1.400, 3.113, -1.265)  -0.1688
C (1.004, 3.468, 0.169)  -0.1952
C (-0.240, 2.771, 0.727)  -0.1985
C (-1.578, 3.310, 0.206)  -0.1700
C (-2.177, 2.609, -1.038)  -0.2094
N (-1.486, 1.384, -1.393)  -0.0500
C (-2.116, 0.127, -0.997)  -0.1534
C (-1.616, -0.310, 0.382)  -0.7414
O (-2.231, 0.156, 1.373)  -0.0463
O (-0.612, -1.070, 0.420)  -0.0798
H (1.727, -0.208, 0.842)  0.0737
H (3.214, 0.632, 1.230)  0.0872
H (3.187, -1.152, 1.007)  0.0865
H (0.910, 0.992, -1.048)  0.0912
H (1.463, 1.468, -2.622)  0.1223
H (2.361, 3.576, -1.459)  0.0830
H (0.708, 3.550, -1.981)  0.1098
H (0.783, 4.535, 0.203)  0.1037
H (1.839, 3.311, 0.845)  0.0876
H (-0.230, 2.964, 1.799)  0.1088
H (-0.174, 1.698, 0.639)  0.0736
H (-1.481, 4.378, 0.019)  0.0945
H (-2.293, 3.210, 1.017)  0.0935
H (-2.141, 3.282, -1.893)  0.1020
H (-3.235, 2.410, -0.858)  0.1040
H (-1.340, 1.354, -2.389)  0.1048
H (-3.207, 0.153, -1.007)  0.0991
H (-1.800, -0.624, -1.712)  0.0981
C (-3.432, -3.134, -3.786)  0.0504
N (-3.247, -1.664, -3.838)  -0.4504
O (-2.394, -1.192, -4.559)  0.0656
O (-3.963, -1.044, -3.082)  0.0474
H (-2.757, -3.624, -4.478)  0.0959
H (-3.182, -3.358, -2.752)  0.0609
H (-4.470, -3.345, -4.024)  0.1011
C (5.883, 4.448, 0.984)  0.0462
N (4.421, 4.728, 0.948)  -0.4391
O (3.883, 5.068, 1.980)  0.0702
O (3.873, 4.586, -0.121)  0.0668
H (6.236, 4.610, 1.995)  0.0902
H (6.019, 3.416, 0.675)  0.1013
H (6.359, 5.125, 0.282)  0.0959
C (-3.226, -2.643, 0.950)  0.0565
N (-3.479, -3.675, -0.097)  -0.4156
O (-2.573, -3.899, -0.876)  0.0239
O (-4.566, -4.208, -0.124)  0.0649
H (-2.217, -2.259, 0.819)  0.0524
H (-3.962, -1.857, 0.812)  0.1094
H (-3.352, -3.127, 1.914)  0.1037
C (0.572, -4.061, -0.170)  0.0504
N (1.364, -5.147, 0.469)  -0.4514
O (1.772, -4.975, 1.598)  0.0559
O (1.550, -6.158, -0.182)  0.0390
H (0.485, -3.224, 0.514)  0.0739
H (1.097, -3.763, -1.073)  0.1070
H (-0.402, -4.472, -0.411)  0.0726
C (-0.697, -1.988, 3.844)  0.0448
N (0.665, -2.017, 4.448)  -0.4494
O (1.547, -1.383, 3.918)  0.0691
O (0.803, -2.680, 5.460)  0.0344
H (-0.699, -1.364, 2.949)  0.0703
H (-0.957, -3.015, 3.602)  0.0943
H (-1.364, -1.588, 4.601)  0.0983

## Properties
Largest force on an atom   1.11 eV/A
Charge   -1
Molecular weight   521.46 g/mol
Electronic energy   -1972.85787 hartree
Gap between HOMO and LUMO   7.53 eV